# 1
C6H13NOS | ωB97M-V with the def2-TZVPD basis set

Structure (XYZ):
```
22
Properties=species:S:1:pos:R:3:forces:R:3:nbo_charge:R:1
C -0.752884 -0.157894 1.098837 2.70 -2.05 1.91 -0.31
C -0.390388 -1.824079 -0.909470 -0.62 1.03 -0.51 -0.61
C -0.478777 1.254749 -1.517331 1.38 1.74 2.71 -0.61
C 1.483398 1.314252 -0.072280 1.85 -1.94 -2.32 -0.62
C 0.145439 -0.758055 -0.019655 0.39 0.75 1.00 -0.24
C 0.607851 0.357827 -0.915433 0.42 1.86 -0.45 -0.20
N -0.113548 -0.332355 2.601336 -5.23 3.15 -1.91 -0.76
O -2.623318 -0.643222 3.047003 -1.48 0.55 0.73 -0.92
S -1.540036 -1.224523 2.317719 1.44 0.19 -0.99 1.39
H -0.906411 0.880344 0.980259 -1.07 0.70 0.27 0.24
H -0.865675 -2.568337 -0.272286 -0.66 -0.24 -0.87 0.22
H -0.922783 -1.235539 -1.743842 -0.07 -1.89 1.25 0.21
H 0.520958 -2.206510 -1.322858 0.14 -0.82 -0.68 0.21
H -0.955540 1.808638 -0.673748 -0.05 -0.49 -0.50 0.19
H -0.041637 2.097054 -2.043424 0.22 -0.28 -0.62 0.22
H -1.210827 0.791231 -2.048262 -2.08 -1.29 -1.76 0.20
H 2.531421 0.996848 -0.290823 -0.49 0.26 1.07 0.21
H 1.180329 1.310931 0.924649 0.04 -0.32 1.83 0.21
H 1.443612 2.312795 -0.372645 -0.24 1.65 -0.83 0.21
H 1.107546 -1.137632 0.398556 -0.75 0.14 0.40 0.20
H 1.165741 -0.132383 -1.745153 -0.04 0.53 0.50 0.20
H 0.615525 -0.904142 2.578851 4.20 -3.21 -0.22 0.34
```
Forces are in eV/Å.

Results
Relative energy (zero: lowest compared OMol25 entry of this formula, charge and spin), kcal/mol: 88.1
Electronic energy, eV: -20802.4750
Lowest unoccupied orbital energy, eV: 0.75
Max |F|, eV Å⁻¹: 6.395
HOMO-LUMO gap, eV: 10.411
HOMO energy, eV: -9.66


# 2
C3H4BrF | ωB97M-V with the def2-TZVPD basis set

Structure (XYZ):
```
9
Properties=species:S:1:pos:R:3:forces:R:3:nbo_charge:R:1
C 0.984463 -1.214932 0.302419 -0.13 0.89 0.39 -0.63
C 0.976272 0.123947 0.328634 -0.20 -1.09 -0.75 0.44
C -1.292268 1.142095 -0.555727 -0.09 -2.16 4.34 -0.39
F 1.971299 0.962520 0.644070 -0.76 -0.61 0.02 -0.33
Br -2.400337 -0.238816 0.019670 -0.12 0.36 0.06 0.09
H 1.660003 -1.944104 0.739433 0.80 0.76 0.11 0.23
H 0.158547 -1.785389 -0.075613 -0.77 0.49 -0.27 0.23
H -0.995582 1.889202 0.096220 0.04 1.35 1.01 0.20
H -1.062398 1.065478 -1.499106 1.22 0.02 -4.91 0.17
```
Forces are in eV/Å.

Results
Relative energy (zero: lowest compared OMol25 entry of this formula, charge and spin), kcal/mol: 106.7
Electronic energy, eV: -75930.4823
Lowest unoccupied orbital energy (spin up / spin down), eV: -0.24 / -0.50
Max |F|, eV Å⁻¹: 5.058
HOMO-LUMO gap (spin up / spin down), eV: 9.270 / 8.208
HOMO energy (spin up / spin down), eV: -9.51 / -8.71


Please write out number 2 again, unchanged.
C3H4BrF | ωB97M-V with the def2-TZVPD basis set

Structure (XYZ):
```
9
Properties=species:S:1:pos:R:3:forces:R:3:nbo_charge:R:1
C 0.984463 -1.214932 0.302419 -0.13 0.89 0.39 -0.63
C 0.976272 0.123947 0.328634 -0.20 -1.09 -0.75 0.44
C -1.292268 1.142095 -0.555727 -0.09 -2.16 4.34 -0.39
F 1.971299 0.962520 0.644070 -0.76 -0.61 0.02 -0.33
Br -2.400337 -0.238816 0.019670 -0.12 0.36 0.06 0.09
H 1.660003 -1.944104 0.739433 0.80 0.76 0.11 0.23
H 0.158547 -1.785389 -0.075613 -0.77 0.49 -0.27 0.23
H -0.995582 1.889202 0.096220 0.04 1.35 1.01 0.20
H -1.062398 1.065478 -1.499106 1.22 0.02 -4.91 0.17
```
Forces are in eV/Å.

Results
Relative energy (zero: lowest compared OMol25 entry of this formula, charge and spin), kcal/mol: 106.7
Electronic energy, eV: -75930.4823
Lowest unoccupied orbital energy (spin up / spin down), eV: -0.24 / -0.50
Max |F|, eV Å⁻¹: 5.058
HOMO-LUMO gap (spin up / spin down), eV: 9.270 / 8.208
HOMO energy (spin up / spin down), eV: -9.51 / -8.71


What is the max |F| in the second record? 5.058 eV Å⁻¹


Among the records above, which one has the lowest relative energy (zero: lowest compared OMol25 entry of this formula, charge and spin)? C6H13NOS